Formula: C48H43BO16P
Source: the Open Molecules 2025 dataset
Level of theory: ωB97M-V with the def2-TZVPD basis set

```
109
Properties=species:S:1:pos:R:3:lowdin_charge:R:1
C 3.82440 -1.58184 4.01099 -0.184
C 2.78490 -1.56754 2.89307 -0.448
P 1.92594 0.04901 2.57391 1.024
C 3.08136 1.42087 3.03113 -0.452
C 3.17587 1.79336 4.51587 -0.168
B 0.23867 0.19291 3.52330 -0.880
O -0.09728 -0.83493 4.55816 -0.096
C -1.47904 -0.72720 4.68419 -0.235
C -1.96730 0.14099 3.47361 -0.254
O -0.91184 0.04923 2.56471 -0.141
H 4.69217 -0.96307 3.78715 0.055
H 3.39030 -1.25563 4.95225 0.057
H 4.19717 -2.59924 4.15604 0.054
H 2.02727 -2.30916 3.14153 0.063
H 3.23285 -1.90571 1.96082 0.039
H 4.06009 1.17778 2.61757 0.051
H 2.71858 2.28569 2.48065 0.038
H 2.28573 2.33822 4.81406 0.054
H 4.01725 2.47520 4.67192 0.054
H 3.30114 0.91524 5.14031 0.044
H 0.12516 1.30980 4.04459 0.088
H -1.96124 -1.71093 4.62354 0.079
H -1.84220 -0.22367 5.58955 0.094
H -2.93073 -0.18456 3.06313 0.106
H -2.13605 1.17353 3.80773 0.096
C -0.43005 0.64745 -1.34188 0.019
C 0.16287 1.34095 -0.36930 0.022
C 1.15977 2.39588 -0.68560 -0.378
O 1.70472 3.05083 0.17890 0.088
C 1.47392 2.63339 -2.11658 0.006
C 0.88944 1.93284 -3.08371 0.010
C -0.11520 0.88653 -2.76598 -0.387
O -0.64780 0.24998 -3.65796 0.075
H -1.15799 -0.12586 -1.13160 0.121
H -0.05389 1.16238 0.68043 0.081
H 2.21004 3.40148 -2.32464 0.112
H 1.13100 2.08498 -4.12966 0.080
C -4.15048 -0.51393 8.75450 0.026
C -4.35878 0.28378 9.79831 0.014
C -4.88214 1.66119 9.62097 -0.388
O -5.07472 2.38516 10.57738 0.091
C -5.16442 2.11792 8.23940 0.008
C -4.95334 1.32016 7.19589 0.019
C -4.43689 -0.05799 7.37075 -0.381
O -4.25685 -0.78777 6.42153 0.107
H -3.76819 -1.52152 8.85810 0.122
H -4.15881 -0.02679 10.81603 0.118
H -5.54637 3.12318 8.13340 0.116
H -5.15103 1.63258 6.17904 0.124
C -9.24942 0.97590 7.64779 0.026
C -10.28094 0.15909 7.45225 0.020
C -10.92060 0.03336 6.11900 -0.388
O -11.86381 -0.70764 5.94237 0.104
C -10.36406 0.84916 5.01152 0.021
C -9.33203 1.66574 5.20668 0.026
C -8.69589 1.79338 6.54044 -0.373
O -7.75380 2.53437 6.72201 0.098
H -8.76729 1.08420 8.61137 0.123
H -10.70068 -0.44687 8.24489 0.121
H -10.84367 0.73941 4.04744 0.122
H -8.90937 2.26887 4.41337 0.124
C -3.66309 -6.87295 3.72059 0.011
C -4.00186 -6.38099 2.53279 0.013
C -3.81711 -4.94149 2.21451 -0.384
O -4.13567 -4.50055 1.13096 0.106
C -3.23732 -4.07575 3.26983 0.036
C -2.89876 -4.56917 4.45902 0.028
C -3.08485 -6.00429 4.77714 -0.388
O -2.78101 -6.46227 5.85965 0.095
H -3.79034 -7.91782 3.97488 0.116
H -4.42528 -6.99562 1.74832 0.117
H -3.10660 -3.02884 3.02185 0.118
H -2.47496 -3.95065 5.24035 0.118
C 3.00370 0.98219 -7.02154 0.039
C 3.58865 0.45280 -8.09322 0.025
C 3.28386 0.94972 -9.45489 -0.371
O 3.81423 0.46854 -10.43745 0.084
C 2.30394 2.05660 -9.58396 0.021
C 1.72034 2.58932 -8.51394 0.028
C 2.03158 2.09505 -7.15005 -0.361
O 1.52385 2.58171 -6.16455 0.110
H 3.20248 0.64119 -6.01269 0.109
H 4.30182 -0.35869 -8.02447 0.122
H 2.09763 2.40018 -10.58973 0.121
H 1.00554 3.39935 -8.58231 0.123
C 6.55253 3.48951 -2.55740 0.021
C 5.53773 3.06232 -3.30323 0.020
C 4.95019 1.71548 -3.10088 -0.377
O 4.02481 1.32679 -3.78185 0.089
C 5.52754 0.86646 -2.03130 0.032
C 6.54214 1.29421 -1.28448 0.027
C 7.13547 2.63808 -1.49001 -0.385
O 8.06300 3.02929 -0.81443 0.104
H 6.99839 4.46727 -2.68760 0.120
H 5.09496 3.66706 -4.08478 0.121
H 5.07495 -0.10732 -1.89519 0.126
H 6.97779 0.69235 -0.49762 0.124
C 4.78809 -0.68844 -13.19049 0.020
C 5.65319 -1.39034 -12.46321 0.023
C 6.64479 -2.28852 -13.10192 -0.387
O 7.43473 -2.93130 -12.44284 0.102
C 6.63817 -2.37550 -14.58443 0.015
C 5.77385 -1.67407 -15.31237 0.015
C 4.78153 -0.77457 -14.67101 -0.384
O 3.99637 -0.13436 -15.33854 0.101
H 4.05992 -0.02961 -12.73829 0.099
H 5.67098 -1.33726 -11.38259 0.114
H 7.37083 -3.03681 -15.02946 0.119
H 5.75090 -1.72236 -16.39374 0.119
```

Output
LUMO energy: -0.43 eV
HOMO energy: -0.1289 Eh
Net charge: -1
Gap between HOMO and LUMO: 0.113 hartree
Multiplicity: 1

***

Formula: C5H8O
Source: the Open Molecules 2025 dataset
Level of theory: ωB97M-V with the def2-TZVPD basis set

```
14
Properties=species:S:1:pos:R:3:lowdin_charge:R:1
O 0.07618 0.25040 -1.87842 -0.020
C 0.00996 1.11194 -0.77333 -0.328
C -0.59387 0.82785 0.58436 -0.147
C -0.60249 -0.71416 0.50873 -0.128
C 0.92948 -0.63593 0.74134 -0.127
C 0.90925 0.85889 0.38103 -0.166
H -0.64586 0.46023 -2.48319 0.103
H -0.31513 2.10372 -1.03347 0.138
H -1.14604 1.66630 1.02815 0.136
H -0.77657 -1.08312 -0.51878 0.101
H -1.25557 -1.25929 1.17557 0.096
H 1.09915 -0.75648 1.81551 0.110
H 1.60583 -1.28449 0.17625 0.104
H 1.66495 1.58866 0.65330 0.129
```

Output
SMILES: O[C@H]1[C@H]2CC[C@@H]12
LUMO energy: 0.89 eV
HOMO energy: -0.3340 Eh
Relative energy (zero: lowest compared OMol25 entry of this formula, charge and spin): 2.777 eV
Net charge: 0
Gap between HOMO and LUMO: 0.367 hartree
Multiplicity: 1

***

Formula: C4H5KO2
Source: the Open Molecules 2025 dataset
Level of theory: ωB97M-V with the def2-TZVPD basis set

```
12
Properties=species:S:1:pos:R:3:lowdin_charge:R:1
C 0.22481 -0.79624 -1.01940 -0.117
C 0.77201 0.55742 -0.99865 -0.415
O -0.17729 1.59020 -1.02415 -0.278
H 0.95615 -1.50894 -0.61407 0.082
H -0.17027 -1.05661 -2.01070 0.081
H 1.66882 0.68990 -1.61641 0.092
H 0.97511 1.44372 -0.12401 0.158
H -1.29172 1.08536 -0.65726 0.239
C -1.30285 -0.89891 0.08533 -0.085
C -1.44421 -1.11600 1.29927 -0.429
O -1.02394 -0.87924 2.46732 -0.244
K 0.81340 0.88934 4.21274 0.918
```

Output
LUMO energy: -1.53 eV
HOMO energy: -0.2286 Eh
Relative energy (zero: lowest compared OMol25 entry of this formula, charge and spin): 5.961 eV
Net charge: 0
Gap between HOMO and LUMO: 0.172 hartree
Multiplicity: 1

***

Formula: C36H87F9O38P8
Source: the Open Molecules 2025 dataset
Level of theory: ωB97M-V with the def2-TZVPD basis set

```
178
Properties=species:S:1:pos:R:3:lowdin_charge:R:1
C -18.23419 -5.54988 15.90679 -0.038
C -17.98337 -6.24743 14.58687 -0.213
O -18.43990 -7.57866 14.73465 0.031
C -18.32233 -8.37476 13.73911 -0.422
O -17.91869 -8.28358 12.63154 0.179
C -18.74708 -9.82471 14.35874 -0.513
F -18.59716 -9.80423 15.69400 0.154
F -20.09561 -10.13461 14.06513 0.069
F -18.10518 -10.76336 13.81296 0.235
H -17.75688 -4.56859 16.01361 0.088
H -17.89722 -6.26131 16.69727 0.096
H -19.37437 -5.47601 15.93210 0.078
H -16.91089 -6.30134 14.33962 0.141
H -18.49957 -5.77925 13.76380 0.110
C -16.45261 -7.36553 9.70759 -0.054
C -17.03265 -8.08990 8.50215 -0.146
O -17.48426 -7.10159 7.49043 0.066
C -18.77177 -7.01626 7.42230 -0.459
O -19.60538 -7.42153 8.15656 0.173
C -19.12828 -6.22019 6.18159 -0.517
F -20.47251 -5.92292 6.18041 0.114
F -18.54636 -5.00108 6.06368 0.157
F -18.93485 -6.97890 5.13265 0.198
H -15.65981 -6.70340 9.37473 0.075
H -16.10152 -8.05499 10.50506 0.085
H -17.22852 -6.75227 10.20998 0.086
H -17.86910 -8.69504 8.82476 0.109
H -16.32780 -8.65946 7.94277 0.116
C -26.84618 -9.41484 12.96503 -0.042
C -25.76276 -9.31603 11.93129 -0.138
O -24.85243 -10.45849 12.20511 0.060
C -24.02728 -10.67523 11.23699 -0.437
O -23.84048 -10.03792 10.23511 0.146
C -23.08288 -11.83779 11.52994 -0.552
F -22.60578 -12.34858 10.40061 0.172
F -22.05531 -11.41645 12.29698 0.151
F -23.77568 -12.74536 12.20127 0.185
H -26.39009 -9.62624 14.00371 0.096
H -27.45669 -10.30964 12.77083 0.076
H -27.33289 -8.46208 12.94164 0.065
H -25.12137 -8.41810 12.06561 0.123
H -26.20849 -9.22913 10.98436 0.090
C -29.02785 -3.90923 12.80809 -0.047
O -30.27055 -4.60843 12.66371 -0.198
P -30.41052 -6.14102 12.77833 0.245
O -29.49101 -6.74948 13.73208 -0.217
O -30.15013 -6.66930 11.36771 -0.218
C -31.04324 -6.13332 10.27788 -0.007
O -31.96895 -6.34906 12.93022 -0.219
C -32.61578 -6.22509 14.20710 -0.061
H -28.51965 -4.52883 13.48537 0.058
H -29.31747 -2.97340 13.27902 0.096
H -28.57650 -3.71594 11.83115 0.076
H -31.96820 -5.77059 10.63456 0.065
H -31.24872 -7.04460 9.65525 0.099
H -30.46080 -5.41531 9.70143 0.088
H -32.83858 -5.19827 14.38442 0.083
H -32.06692 -6.78251 14.99342 0.101
H -33.49238 -6.79158 13.99040 0.079
C -21.64329 -5.94984 14.66021 -0.039
O -20.84507 -5.31519 13.58920 -0.240
P -21.33022 -5.42068 12.07797 0.359
O -20.21615 -5.00844 11.19932 -0.235
O -21.95511 -6.81460 11.80957 -0.207
C -21.12117 -7.88339 11.17454 -0.011
O -22.68626 -4.53984 11.92189 -0.263
C -22.84241 -3.26144 12.49678 -0.098
H -21.00392 -6.75662 15.00591 0.082
H -22.60556 -6.29795 14.37160 0.051
H -21.69451 -5.16310 15.39271 0.089
H -21.02112 -8.69518 11.93362 0.082
H -20.20250 -7.55752 10.79649 0.038
H -21.66310 -8.40121 10.33339 0.097
H -22.50505 -2.47485 11.84390 0.088
H -22.24164 -3.24447 13.43422 0.093
H -23.92466 -3.12130 12.70317 0.076
C -22.51029 -15.53267 7.19203 -0.106
O -22.13212 -14.23162 7.49581 -0.217
P -21.94936 -13.06462 6.49575 0.333
O -22.12037 -13.35937 5.06322 -0.233
O -22.83773 -11.88306 7.10000 -0.230
C -24.29954 -11.97587 7.20314 -0.065
O -20.46877 -12.60153 6.90432 -0.247
C -19.98336 -11.81326 8.11183 0.010
H -23.35609 -15.66295 7.88926 0.096
H -21.72554 -16.25636 7.41496 0.091
H -22.85147 -15.61223 6.15422 0.089
H -24.81117 -11.88695 6.20005 0.111
H -24.65765 -11.12325 7.78697 0.061
H -24.58449 -12.86109 7.72602 0.071
H -19.84200 -10.83710 7.63708 0.085
H -19.04415 -12.28143 8.33388 0.078
H -20.75119 -11.88326 8.85784 0.058
C -27.52038 -6.37532 9.57168 -0.027
O -27.45081 -5.14899 10.39593 -0.209
P -26.13099 -4.97187 11.22106 0.344
O -26.01872 -3.59388 11.71882 -0.224
O -26.28863 -6.11949 12.31106 -0.222
C -25.25728 -6.05426 13.37070 -0.049
O -24.95028 -5.59563 10.34449 -0.230
C -24.16296 -4.77260 9.47716 -0.070
H -28.58536 -6.50963 9.34239 0.079
H -27.35374 -7.14792 10.22456 0.043
H -26.87366 -6.27635 8.69631 0.088
H -25.01987 -4.99513 13.54717 0.083
H -24.40809 -6.64404 13.04713 0.054
H -25.67938 -6.55204 14.29451 0.086
H -24.70460 -4.58230 8.54166 0.093
H -23.32562 -5.45923 9.19510 0.106
H -23.81789 -3.87324 10.02857 0.085
C -29.59716 -15.73230 14.55130 -0.084
O -29.02674 -14.51730 15.00145 -0.225
P -28.48380 -13.40230 14.04571 0.349
O -27.61654 -13.92669 12.99577 -0.220
O -29.73835 -12.56763 13.50533 -0.226
C -30.67627 -12.19307 14.49416 -0.103
O -27.75181 -12.36805 15.01116 -0.214
C -26.96299 -12.71229 16.12467 -0.094
H -29.30974 -15.95661 13.49349 0.104
H -30.64416 -15.70768 14.74047 0.076
H -29.09062 -16.55588 15.09209 0.100
H -31.37983 -11.56756 13.95772 0.087
H -30.24148 -11.58629 15.32126 0.105
H -31.03029 -13.10011 14.97119 0.079
H -26.33455 -13.55424 15.91535 0.085
H -27.60820 -12.92313 17.00115 0.100
H -26.41158 -11.80813 16.38111 0.052
C -27.57002 -7.03962 16.83730 -0.019
O -26.13647 -7.13142 16.50785 -0.233
P -25.32983 -8.45350 16.58105 0.367
O -26.04935 -9.74855 16.56267 -0.230
O -24.28199 -8.19143 15.40096 -0.256
C -23.44703 -9.36945 15.02729 -0.021
O -24.43319 -8.36171 17.93183 -0.230
C -23.90086 -7.06369 18.32121 -0.072
H -27.96449 -8.03314 16.72994 0.070
H -27.99894 -6.40141 16.02770 0.094
H -27.81159 -6.74280 17.85009 0.086
H -24.08792 -10.15345 14.62378 0.074
H -22.98997 -9.78555 15.89585 0.084
H -22.82793 -8.97833 14.21202 0.086
H -24.65805 -6.34989 18.69617 0.096
H -23.47726 -6.65883 17.43382 0.054
H -23.11776 -7.36458 19.02373 0.097
C -23.07759 -6.01625 3.42391 -0.051
O -24.21199 -5.63316 4.27448 -0.218
P -24.91132 -6.72160 5.19766 0.376
O -26.05021 -6.28699 6.02871 -0.237
O -25.24662 -7.88073 4.10532 -0.248
C -26.45423 -7.69500 3.36579 -0.108
O -23.71217 -7.32226 6.03378 -0.227
C -23.89455 -8.29896 7.07684 -0.045
H -22.63964 -5.05311 3.18368 0.088
H -23.42543 -6.55744 2.54756 0.085
H -22.32930 -6.60236 3.97892 0.085
H -27.26798 -8.23180 3.90742 0.097
H -26.25326 -8.17853 2.38301 0.099
H -26.66190 -6.64440 3.21257 0.080
H -24.20419 -9.23600 6.61070 0.073
H -24.78663 -7.94761 7.64091 0.087
H -22.95885 -8.34206 7.57109 0.082
C -29.90543 -9.57950 12.08877 -0.050
O -28.81407 -9.63411 11.11349 -0.254
P -29.17052 -10.04677 9.61260 0.316
O -30.30762 -9.45184 8.93214 -0.210
O -29.37817 -11.58115 9.64365 -0.178
C -28.35961 -12.41281 10.13695 -0.092
O -27.79071 -9.65524 8.95450 -0.208
C -27.88508 -9.20062 7.58792 -0.079
H -29.62463 -9.09422 13.02307 0.081
H -30.25207 -10.62466 12.19247 0.081
H -30.67926 -9.05665 11.59336 0.060
H -28.83568 -13.03386 10.82796 0.050
H -27.53891 -11.82745 10.61186 0.092
H -27.86316 -13.00798 9.31038 0.114
H -28.16881 -8.15896 7.50782 0.078
H -28.40560 -9.89453 6.96485 0.087
H -26.86711 -9.09706 7.15291 0.079
```

Output
SMILES: CCOC(=O)C(F)(F)F.CCOC(=O)C(F)(F)F.CCOC(=O)C(F)(F)F.COP(=O)(OC)OC.COP(=O)(OC)OC.COP(=O)(OC)OC.COP(=O)(OC)OC.COP(=O)(OC)OC.COP(=O)(OC)OC.COP(=O)(OC)OC.COP(=O)(OC)OC
LUMO energy: 0.38 eV
HOMO energy: -0.3779 Eh
Net charge: 0
Gap between HOMO and LUMO: 0.392 hartree
Multiplicity: 1

***

In the order shown, the computed electronic energy values come out to -93192.681 -7359.478 -24640.328 -215333.581 eV.
In the order shown, the computed M values come out to 917.642 84.118 124.180 1546.828 g/mol.
In the order shown, the computed maximum force values come out to 1.5 1.5 8.2 4.0 eV Å⁻¹.